{
  "formula": "C4H2EuLiO2",
  "method": "ωB97M-V/def2-TZVPD",
  "total_charge": 1,
  "multiplicity": 8,
  "orbital_gap_ev": [7.46, 7.61],
  "homo_ev": [-12.042, -12.090],
  "largest_force_ev_per_a": 2.69,
  "species": ["C", "C", "O", "Li", "H", "C", "C", "O", "Eu", "H"],
  "coordinates": [[-1.34, -1.10, 0.12], [-0.92, -1.94, 0.98], [-1.53, -0.38, -0.83], [-1.03, 1.34, -1.36], [-1.36, -2.85, 1.38], [1.05, 1.93, -1.18], [1.24, 1.24, -0.15], [1.44, 0.34, 0.65], [1.04, -1.25, 2.26], [1.41, 2.68, -1.87]],
  "lowdin_charge": [-0.409, -0.234, -0.056, 0.757, 0.020, -0.028, -0.448, -0.279, 1.648, 0.030]
}



{
  "formula": "C11H24Cl6N3O4Y",
  "method": "ωB97M-V/def2-TZVPD",
  "total_charge": 2,
  "orbital_gap_ev": 1.45,
  "homo_ev": -13.108,
  "largest_force_ev_per_a": 2.55,
  "species": ["Y", "O", "H", "C", "O", "N", "C", "C", "H", "H", "H", "H", "H", "H", "H", "C", "O", "N", "C", "C", "H", "H", "H", "H", "H", "H", "H", "C", "O", "N", "C", "C", "H", "H", "H", "H", "H", "H", "H", "C", "Cl", "Cl", "Cl", "H", "C", "Cl", "Cl", "Cl", "H"],
  "coordinates": [[-14.32, 6.34, 24.72], [-12.63, 3.33, 22.17], [-12.72, 2.51, 21.65], [-20.06, 2.82, 22.96], [-19.15, 3.63, 22.73], [-21.02, 2.42, 22.11], [-22.12, 1.52, 22.55], [-21.19, 2.97, 20.78], [-20.16, 2.33, 23.94], [-22.68, 0.86, 21.88], [-22.89, 2.17, 22.95], [-21.85, 0.98, 23.46], [-21.15, 2.25, 19.97], [-22.19, 3.36, 20.61], [-20.63, 3.86, 20.49], [-8.57, 9.39, 21.83], [-9.30, 9.37, 22.79], [-7.45, 10.14, 21.70], [-6.53, 9.86, 20.60], [-6.93, 11.12, 22.69], [-8.63, 8.59, 21.08], [-5.54, 9.58, 20.97], [-6.43, 10.70, 19.91], [-6.85, 9.08, 19.91], [-6.45, 12.02, 22.31], [-7.80, 11.57, 23.17], [-6.47, 10.56, 23.51], [-15.23, -3.06, 24.76], [-15.72, -3.97, 24.10], [-14.75, -3.17, 26.05], [-14.21, -2.00, 26.79], [-15.03, -4.32, 26.83], [-15.31, -2.07, 24.30], [-14.22, -1.09, 26.19], [-13.20, -2.24, 27.12], [-14.91, -1.81, 27.60], [-15.27, -5.25, 26.31], [-14.30, -4.65, 27.57], [-15.87, -4.08, 27.48], [-7.68, 1.13, 23.19], [-8.31, -0.28, 22.29], [-6.75, 2.30, 22.06], [-6.64, 0.46, 24.44], [-8.60, 1.54, 23.60], [-15.12, 3.76, 16.95], [-16.50, 4.23, 16.00], [-13.72, 4.66, 16.43], [-14.66, 2.11, 16.72], [-15.14, 3.93, 18.02]],
  "lowdin_charge": [1.384, -0.150, -0.004, -0.315, -0.008, -0.142, -0.022, -0.044, 0.135, 0.103, 0.097, 0.086, 0.102, 0.097, 0.096, -0.335, 0.032, -0.138, -0.049, -0.002, 0.138, 0.103, 0.100, 0.088, 0.103, 0.086, 0.105, -0.288, 0.080, -0.138, -0.011, -0.041, 0.140, 0.086, 0.105, 0.098, 0.107, 0.106, 0.110, -1.458, 0.483, 0.445, 0.524, 0.005, -1.636, 0.563, 0.513, 0.548, 0.012]
}



{
  "formula": "CH3NOP2S",
  "method": "ωB97M-V/def2-TZVPD",
  "total_charge": 0,
  "orbital_gap_ev": [6.98, 6.98],
  "homo_ev": [-8.262, -8.266],
  "largest_force_ev_per_a": 3.85,
  "species": ["C", "N", "O", "P", "P", "S", "H", "H", "H"],
  "coordinates": [[0.65, -0.76, -0.96], [-0.46, -1.39, -0.67], [-0.49, 1.58, -0.35], [0.97, 0.97, -0.87], [-1.52, 1.10, 0.91], [-1.68, -1.03, 0.36], [1.48, -1.44, -1.26], [1.48, 0.35, 1.18], [-0.44, 0.63, 1.66]],
  "lowdin_charge": [-0.597, -0.493, -0.895, 0.890, 0.625, 0.501, 0.070, 0.076, -0.176]
}



{
  "formula": "C3H10N",
  "method": "ωB97M-V/def2-TZVPD",
  "total_charge": 1,
  "orbital_gap_ev": 8.93,
  "homo_ev": -13.186,
  "largest_force_ev_per_a": 2.05,
  "species": ["C", "C", "C", "H", "H", "H", "H", "H", "H", "N", "H", "H", "H", "H"],
  "coordinates": [[0.33, 0.54, -0.15], [1.37, 0.33, 0.96], [1.12, 0.18, 2.23], [0.32, -0.43, -0.80], [-0.72, 0.75, 0.16], [0.66, 1.37, -0.84], [2.40, 0.23, 0.52], [1.86, 0.00, 3.03], [0.07, 0.22, 2.53], [-1.96, -0.77, -2.08], [-2.60, -1.37, -1.56], [-2.34, 0.16, -2.22], [-1.08, -0.64, -1.50], [-1.75, -1.17, -2.97]],
  "lowdin_charge": [-0.137, -0.242, -0.001, 0.069, 0.075, 0.095, 0.114, 0.076, 0.066, 0.327, 0.162, 0.154, 0.097, 0.145]
}



{
  "formula": "C14H46N2O8",
  "method": "ωB97M-V/def2-TZVPD",
  "total_charge": 0,
  "orbital_gap_ev": 9.34,
  "homo_ev": -9.343,
  "smiles": "COC[C@H](C)N.COC[C@H](C)N.CC(C)O.CC(C)O.O.O.O.O",
  "largest_force_ev_per_a": 3.10,
  "species": ["C", "C", "C", "O", "H", "H", "H", "H", "H", "H", "H", "H", "C", "C", "C", "O", "H", "H", "H", "H", "H", "H", "H", "H", "O", "H", "H", "O", "H", "H", "O", "H", "H", "O", "H", "H", "C", "C", "C", "O", "C", "N", "H", "H", "H", "H", "H", "H", "H", "H", "H", "H", "H", "C", "C", "C", "O", "C", "N", "H", "H", "H", "H", "H", "H", "H", "H", "H", "H", "H"],
  "coordinates": [[-2.14, 3.34, 3.22], [-2.27, 2.18, 4.25], [-3.24, 2.57, 5.35], [-2.78, 0.94, 3.63], [-1.51, 3.24, 2.34], [-1.67, 4.16, 3.75], [-3.14, 3.51, 2.82], [-1.36, 2.01, 4.83], [-2.98, 3.36, 6.05], [-3.52, 1.66, 5.87], [-4.18, 2.80, 4.84], [-2.03, 0.36, 3.47], [-3.80, 2.76, -2.27], [-2.84, 3.91, -1.73], [-2.57, 3.58, -0.24], [-1.67, 3.91, -2.52], [-4.83, 3.06, -2.08], [-3.63, 1.73, -1.95], [-3.79, 2.58, -3.35], [-3.27, 4.91, -1.80], [-2.63, 2.51, -0.04], [-3.41, 3.99, 0.31], [-1.61, 3.90, 0.17], [-1.04, 4.34, -1.94], [-1.20, 0.22, 0.59], [-0.58, -0.07, -0.08], [-0.67, 0.66, 1.25], [0.32, 0.62, 2.85], [1.06, 1.10, 2.49], [0.71, -0.05, 3.40], [-3.96, 0.27, 1.26], [-3.79, 0.62, 2.14], [-3.10, 0.30, 0.83], [-0.08, 1.50, -2.19], [-0.23, 0.61, -2.50], [-0.93, 1.94, -2.32], [1.19, -6.35, -2.82], [1.14, -4.88, -3.26], [0.84, -3.80, -2.19], [-0.48, -3.96, -1.66], [-0.70, -3.14, -0.52], [2.42, -4.58, -3.78], [0.31, -6.52, -2.20], [2.09, -6.56, -2.23], [1.15, -7.00, -3.70], [0.47, -4.86, -4.12], [0.99, -2.80, -2.61], [1.59, -3.87, -1.40], [-0.51, -2.09, -0.77], [-0.10, -3.30, 0.37], [-1.71, -3.19, -0.09], [3.04, -4.51, -2.99], [2.79, -5.42, -4.21], [2.75, -1.84, 1.01], [2.77, -0.46, 0.32], [4.13, 0.04, -0.10], [4.27, 1.26, -0.76], [5.65, 1.59, -0.98], [1.93, -0.45, -0.84], [1.75, -1.98, 1.42], [3.47, -1.87, 1.83], [2.90, -2.65, 0.29], [2.32, 0.26, 1.00], [4.69, -0.72, -0.64], [4.68, 0.18, 0.83], [6.19, 1.80, -0.06], [5.77, 2.45, -1.64], [6.19, 0.78, -1.47], [2.30, -1.09, -1.52], [2.09, 0.49, -1.18]],
  "lowdin_charge": [-0.042, -0.433, -0.072, -0.073, 0.048, 0.081, 0.079, 0.122, 0.085, 0.080, 0.080, 0.070, -0.039, -0.436, -0.064, -0.061, 0.074, 0.072, 0.068, 0.126, 0.052, 0.083, 0.072, 0.087, -0.052, 0.000, -0.003, -0.025, 0.048, 0.066, -0.076, -0.019, -0.033, -0.052, 0.028, 0.000, -0.063, -0.450, -0.180, -0.162, -0.107, 0.006, 0.073, 0.077, 0.078, 0.138, 0.114, 0.107, 0.055, 0.075, 0.094, 0.066, 0.071, -0.031, -0.432, -0.245, -0.169, -0.096, 0.064, 0.065, 0.080, 0.069, 0.113, 0.130, 0.120, 0.086, 0.090, 0.084, 0.076, 0.067]
}



{
  "formula": "C21H18BrN4O5Sm",
  "method": "ωB97M-V/def2-TZVPD",
  "total_charge": 0,
  "multiplicity": 6,
  "orbital_gap_ev": [7.11, 7.37],
  "homo_ev": [-7.498, -7.506],
  "largest_force_ev_per_a": 3.09,
  "species": ["Sm", "O", "C", "C", "C", "C", "C", "C", "C", "O", "N", "N", "C", "C", "C", "C", "C", "C", "C", "O", "H", "H", "H", "H", "H", "H", "H", "H", "H", "H", "Br", "C", "C", "C", "C", "C", "C", "C", "O", "O", "H", "H", "H", "H", "N", "N", "H", "H", "H", "H"],
  "coordinates": [[-0.32, 1.06, -0.03], [-3.20, 2.72, 3.07], [-3.36, 1.56, 3.73], [-3.43, 1.70, 5.15], [-3.59, 0.56, 5.95], [-3.75, -0.69, 5.34], [-3.63, -0.83, 3.94], [-3.29, 0.26, 3.10], [-2.68, 0.12, 1.78], [-2.35, 1.25, 1.17], [-2.32, -1.09, 1.35], [-1.67, -1.06, 0.18], [-1.75, -2.17, -0.56], [-1.09, -2.38, -1.78], [-1.01, -3.69, -2.35], [-0.54, -3.83, -3.65], [-0.16, -2.68, -4.37], [-0.07, -1.41, -3.80], [-0.49, -1.21, -2.46], [-0.31, -0.07, -1.82], [-2.86, 2.45, 2.14], [-3.31, 2.73, 5.50], [-3.64, 0.65, 7.05], [-4.02, -1.56, 5.93], [-3.79, -1.80, 3.46], [-2.32, -2.99, -0.15], [-1.26, -4.56, -1.75], [-0.42, -4.80, -4.15], [0.07, -2.80, -5.43], [0.35, -0.56, -4.32], [3.48, 5.09, -2.42], [3.89, 3.25, -2.58], [5.06, 2.96, -3.31], [5.50, 1.66, -3.47], [4.79, 0.62, -2.93], [3.61, 0.87, -2.19], [3.12, 2.15, -2.02], [1.84, 2.25, -1.14], [1.90, 1.83, 0.10], [0.77, 2.61, -1.65], [5.61, 3.81, -3.72], [6.43, 1.51, -4.01], [5.12, -0.43, -3.05], [3.13, 0.04, -1.64], [0.77, 0.13, 2.32], [0.92, -0.81, 1.26], [1.68, 0.37, 2.71], [0.12, -0.24, 3.05], [0.59, -1.74, 1.50], [1.90, -0.81, 0.98]],
  "lowdin_charge": [1.885, 0.029, -0.253, -0.012, -0.089, -0.104, -0.033, -0.095, -0.427, -0.252, 0.032, -0.142, -0.067, -0.151, -0.043, -0.106, -0.089, -0.009, -0.292, -0.287, 0.091, 0.117, 0.106, 0.093, 0.106, 0.123, 0.110, 0.098, 0.102, 0.109, 0.762, -0.598, -0.145, -0.097, -0.077, -0.035, -0.129, -0.620, -0.193, -0.068, 0.092, 0.108, 0.114, 0.122, -0.078, -0.116, 0.097, 0.110, 0.101, 0.099]
}



{
  "formula": "C7H14N2",
  "method": "ωB97M-V/def2-TZVPD",
  "total_charge": 0,
  "orbital_gap_ev": 9.56,
  "homo_ev": -8.665,
  "smiles": "Cc1c[nH]cn1.CCC",
  "largest_force_ev_per_a": 2.65,
  "species": ["C", "C", "C", "C", "N", "N", "H", "H", "H", "H", "H", "H", "C", "C", "C", "H", "H", "H", "H", "H", "H", "H", "H"],
  "coordinates": [[-0.94, 2.07, -1.16], [-2.44, 0.69, 1.80], [-1.58, 1.22, -0.09], [-2.28, 0.10, -0.28], [-1.66, 1.58, 1.27], [-2.86, -0.28, 0.92], [-2.68, 0.61, 2.85], [-3.68, -0.83, 1.06], [-2.56, -0.44, -1.18], [-0.95, 3.12, -0.86], [-1.21, 1.76, -2.16], [0.14, 1.91, -1.08], [1.79, -1.53, 0.24], [3.14, -0.98, 0.57], [1.12, -0.79, -0.95], [1.81, -2.61, 0.02], [1.07, -1.44, 1.06], [3.06, 0.06, 0.89], [0.06, -0.62, -0.83], [1.73, 0.12, -1.01], [1.45, -1.16, -1.93], [3.75, -1.62, 1.21], [3.73, -0.96, -0.36]],
  "lowdin_charge": [-0.038, -0.221, -0.361, -0.115, 0.103, 0.054, 0.112, 0.137, 0.119, 0.076, 0.076, 0.058, -0.322, -0.141, -0.109, 0.095, 0.096, 0.076, 0.030, 0.057, 0.074, 0.068, 0.077]
}



{
  "formula": "C3H5FO3",
  "method": "ωB97M-V/def2-TZVPD",
  "total_charge": 0,
  "orbital_gap_ev": 10.83,
  "homo_ev": -9.948,
  "smiles": "C[C@H]1OOO[C@H]1F",
  "largest_force_ev_per_a": 6.03,
  "species": ["C", "C", "C", "O", "O", "O", "F", "H", "H", "H", "H", "H"],
  "coordinates": [[0.57, -0.03, 0.16], [-0.77, 0.04, 0.84], [0.38, -0.79, -1.12], [0.78, 1.33, -0.35], [-1.00, 1.57, 0.90], [0.23, 2.11, 0.72], [-1.83, -0.56, 0.36], [1.42, -0.33, 0.81], [-0.71, -0.20, 1.95], [1.22, -0.56, -1.82], [-0.70, -0.71, -1.52], [0.41, -1.86, -0.94]],
  "lowdin_charge": [-0.293, -0.283, -0.041, -0.041, -0.037, -0.068, 0.106, 0.168, 0.178, 0.103, 0.125, 0.084]
}



{
  "formula": "CH2N2S2",
  "method": "ωB97M-V/def2-TZVPD",
  "total_charge": 0,
  "orbital_gap_ev": [7.26, 7.26],
  "homo_ev": [-9.437, -9.438],
  "smiles": "S=[NH+][S-].C#N",
  "largest_force_ev_per_a": 0.82,
  "species": ["C", "N", "N", "S", "S", "H", "H"],
  "coordinates": [[-1.94, 0.42, 0.57], [-2.60, 0.38, -0.36], [1.23, -0.34, -0.46], [0.49, -1.62, 0.21], [1.58, 1.11, 0.17], [-1.33, 0.45, 1.43], [1.52, -0.47, -1.43]],
  "lowdin_charge": [-0.169, 0.067, -1.103, 0.593, 0.567, 0.020, 0.026]
}



{
  "formula": "C3H2N4O",
  "method": "ωB97M-V/def2-TZVPD",
  "total_charge": 0,
  "orbital_gap_ev": 8.73,
  "homo_ev": -9.884,
  "smiles": "O=c1cnncnn1",
  "largest_force_ev_per_a": 2.40,
  "species": ["C", "C", "C", "H", "H", "N", "N", "N", "N", "O"],
  "coordinates": [[-1.26, -0.07, 0.03], [-0.58, 1.22, -0.40], [1.33, -0.79, 0.43], [-1.20, 1.97, -0.85], [2.10, -1.40, 0.98], [0.70, 1.40, -0.26], [1.44, 0.51, 0.45], [0.45, -1.50, -0.45], [-0.71, -1.18, -0.61], [-2.27, -0.15, 0.69]],
  "lowdin_charge": [-0.441, -0.015, -0.136, 0.111, 0.123, 0.034, 0.030, 0.061, 0.112, 0.121]
}



{
  "formula": "C24H25F2Si",
  "method": "ωB97M-V/def2-TZVPD",
  "total_charge": 1,
  "orbital_gap_ev": 5.32,
  "homo_ev": -11.403,
  "largest_force_ev_per_a": 1.81,
  "species": ["F", "C", "C", "C", "C", "C", "C", "C", "C", "C", "C", "C", "F", "C", "C", "H", "H", "H", "H", "H", "H", "H", "H", "H", "C", "Si", "C", "C", "C", "C", "C", "C", "C", "C", "C", "C", "H", "H", "H", "H", "H", "H", "H", "H", "H", "H", "H", "H", "H", "H", "H", "H"],
  "coordinates": [[-3.03, 2.60, 1.78], [-2.79, 1.25, 1.89], [-3.87, 0.38, 1.84], [-3.61, -0.99, 1.96], [-2.32, -1.45, 2.14], [-1.20, -0.56, 2.23], [0.09, -1.15, 2.45], [1.37, -0.55, 2.27], [2.47, -1.43, 2.02], [3.76, -0.97, 1.86], [4.04, 0.40, 1.84], [2.97, 1.27, 2.02], [3.21, 2.62, 1.92], [1.67, 0.85, 2.28], [-1.47, 0.83, 2.04], [-4.88, 0.76, 1.70], [-4.43, -1.70, 1.91], [-2.12, -2.53, 2.22], [0.10, -2.23, 2.52], [2.26, -2.49, 1.98], [4.57, -1.69, 1.73], [5.05, 0.78, 1.69], [0.92, 1.59, 2.51], [-0.68, 1.57, 2.02], [-3.01, -4.12, 4.92], [-1.56, -3.19, 5.67], [-1.97, -1.38, 5.87], [-1.22, -3.96, 7.35], [-0.07, -3.32, 4.51], [1.15, -3.13, 5.09], [2.42, -3.59, 4.55], [3.63, -3.05, 5.05], [4.85, -3.40, 4.50], [4.91, -4.31, 3.43], [3.73, -4.88, 2.95], [2.50, -4.54, 3.51], [-3.92, -3.96, 5.51], [-3.22, -3.80, 3.89], [-2.81, -5.20, 4.90], [-2.93, -1.26, 6.40], [-1.19, -0.86, 6.45], [-2.05, -0.87, 4.90], [-2.08, -3.85, 8.02], [-1.01, -5.04, 7.25], [-0.35, -3.50, 7.84], [-0.12, -3.94, 3.60], [1.23, -2.57, 6.04], [3.57, -2.34, 5.88], [5.77, -2.95, 4.88], [5.87, -4.57, 2.98], [3.77, -5.60, 2.12], [1.58, -5.00, 3.14]],
  "lowdin_charge": [0.065, -0.207, 0.065, -0.027, -0.007, -0.169, 0.136, -0.151, 0.011, -0.023, 0.063, -0.208, 0.062, 0.087, 0.094, 0.140, 0.126, 0.119, 0.091, 0.112, 0.120, 0.141, 0.110, 0.105, -0.178, 0.483, -0.171, -0.176, -0.163, -0.124, -0.245, -0.033, -0.076, -0.077, -0.073, -0.052, 0.043, 0.007, 0.040, 0.041, 0.039, 0.007, 0.042, 0.041, 0.030, 0.063, 0.114, 0.118, 0.112, 0.111, 0.112, 0.110]
}



{
  "formula": "C4H5ClN2O",
  "method": "ωB97M-V/def2-TZVPD",
  "total_charge": 0,
  "orbital_gap_ev": 9.09,
  "homo_ev": -8.484,
  "smiles": "Cl/C=C1\\CON=CN1",
  "largest_force_ev_per_a": 1.47,
  "species": ["C", "C", "C", "C", "H", "H", "H", "H", "H", "N", "N", "O", "Cl"],
  "coordinates": [[0.58, 1.01, 1.09], [-0.06, 0.05, 0.41], [-0.34, 0.03, -1.07], [-1.13, -2.08, 0.28], [0.75, 1.00, 2.20], [-1.36, 0.35, -1.25], [0.35, 0.65, -1.62], [-1.71, -2.83, 0.80], [-0.74, -1.07, 2.03], [-0.97, -2.26, -0.97], [-0.63, -1.06, 1.03], [-0.14, -1.28, -1.57], [1.22, 2.43, 0.34]],
  "lowdin_charge": [-0.525, -0.331, -0.156, -0.204, 0.087, 0.138, 0.107, 0.124, 0.145, 0.056, 0.077, -0.129, 0.611]
}